[1]
ORCA calculation (ωB97M-V with the def2-TZVPD basis set) on 2 unconnected molecules or ions with the total composition C14H16O2.

Calculated values
Energy above the lowest of the compared OMol25 structures with the same formula, charge and spin   1.584 eV
SMILES string   Cc1ccc(O)cc1.Cc1ccc(O)cc1
LUMO level   0.741 eV
E_HOMO   -0.312 hartree
Gap between HOMO and LUMO   9.24 eV

Element x y z (Å)
C 1.332 -2.108 -3.709
C 0.979 -0.806 -2.971
C -0.138 -0.790 -2.146
C -0.712 0.381 -1.671
C -0.188 1.590 -2.127
O -0.814 2.795 -1.836
C 0.706 1.591 -3.190
C 1.321 0.413 -3.580
H 1.392 -1.851 -4.771
H 0.527 -2.814 -3.569
H 2.368 -2.297 -3.523
H -0.543 -1.735 -1.790
H -1.441 0.466 -0.876
H -0.625 2.991 -0.906
H 0.808 2.521 -3.739
H 2.206 0.522 -4.207
C -1.264 1.964 1.649
C -0.734 0.746 2.321
C -0.598 0.770 3.709
C -0.164 -0.335 4.420
C 0.211 -1.469 3.714
O 0.618 -2.525 4.478
C 0.066 -1.520 2.346
C -0.533 -0.450 1.665
H -0.944 2.928 2.057
H -2.336 1.997 1.457
H -0.944 2.058 0.601
H -0.942 1.670 4.196
H 0.043 -0.235 5.478
H 0.824 -3.300 3.948
H 0.459 -2.397 1.856
H -0.944 -0.770 0.718

Charge distribution, natural (NBO) scheme, values in e: -0.6324 -0.0284 -0.2077 -0.2598 0.2732 -0.6962 -0.2451 -0.1974 0.2154 0.2229 0.2223 0.2035 0.2172 0.4770 0.2242 0.2112 -0.6270 -0.0684 -0.1684 -0.2701 0.3043 -0.6720 -0.2909 -0.1731 0.2224 0.2233 0.1866 0.2084 0.2261 0.4787 0.2051 0.2150


[2]
ORCA calculation (ωB97M-V with the def2-TZVPD basis set) on 2 unconnected molecules or ions with the total composition C14H16O2.

Calculated values
Energy above the lowest of the compared OMol25 structures with the same formula, charge and spin   3.075 eV
SMILES string   Cc1ccc(O)cc1.Cc1ccc(O)cc1
LUMO level   0.714 eV
E_HOMO   -0.304 hartree
Gap between HOMO and LUMO   8.98 eV

Element x y z (Å)
C 0.400 1.912 1.310
C -0.468 1.863 0.103
C -0.144 2.500 -1.035
C -1.101 2.644 -2.081
C -2.338 2.102 -1.889
O -3.196 1.949 -2.899
C -2.641 1.413 -0.756
C -1.733 1.319 0.283
H 1.260 2.554 1.166
H 0.768 0.945 1.780
H -0.332 2.359 2.090
H 0.852 2.983 -1.160
H -0.723 3.133 -3.019
H -3.800 1.168 -2.784
H -3.559 1.010 -0.502
H -1.906 1.002 1.251
C -0.593 -2.006 2.213
C 0.507 -2.136 1.303
C 1.696 -2.648 1.427
C 2.787 -2.263 0.437
C 2.517 -1.641 -0.729
O 3.460 -1.303 -1.710
C 1.166 -1.376 -1.089
C 0.162 -1.627 -0.085
H -1.144 -2.872 2.672
H -1.558 -1.630 1.684
H -0.393 -1.331 3.084
H 2.112 -3.119 2.190
H 3.821 -2.310 0.743
H 4.195 -2.060 -1.726
H 0.867 -0.944 -2.015
H -0.941 -1.591 -0.259

Charge distribution, natural (NBO) scheme, values in e: -0.6233 -0.0537 -0.1880 -0.2553 0.2716 -0.6770 -0.2775 -0.1791 0.2162 0.2222 0.2085 0.2119 0.2292 0.4855 0.2056 0.2042 -0.6496 -0.0634 -0.1729 -0.2859 0.2657 -0.6915 -0.2540 -0.1596 0.2308 0.2158 0.2282 0.1998 0.2099 0.4829 0.2312 0.2114


[3]
ORCA calculation (ωB97M-V with the def2-TZVPD basis set) on 2 unconnected molecules or ions with the total composition C14H16O2.

Calculated values
Energy above the lowest of the compared OMol25 structures with the same formula, charge and spin   0.573 eV
SMILES string   Cc1ccc(O)cc1.Cc1ccc(O)cc1
LUMO level   0.349 eV
E_HOMO   -0.305 hartree
Gap between HOMO and LUMO   8.65 eV

Element x y z (Å)
C -0.523 3.504 -0.281
C 0.285 2.514 -1.057
C 0.555 1.236 -0.575
C 1.419 0.332 -1.152
C 2.121 0.722 -2.286
O 3.093 -0.033 -2.857
C 1.967 2.027 -2.766
C 1.013 2.845 -2.201
H -1.276 2.987 0.312
H -0.982 4.274 -0.897
H 0.143 4.054 0.397
H 0.049 0.942 0.348
H 1.497 -0.652 -0.701
H 3.126 -0.940 -2.524
H 2.804 2.331 -3.381
H 0.869 3.779 -2.700
C -1.930 -0.271 3.054
C -1.399 -1.286 2.076
C -0.040 -1.555 2.006
C 0.451 -2.488 1.107
C -0.415 -3.124 0.231
O 0.045 -4.054 -0.676
C -1.757 -2.776 0.213
C -2.246 -1.903 1.159
H -2.581 0.462 2.587
H -1.107 0.357 3.406
H -2.440 -0.766 3.882
H 0.673 -1.085 2.664
H 1.512 -2.688 0.996
H 0.750 -3.655 -1.205
H -2.375 -3.346 -0.479
H -3.302 -1.745 1.301

Charge distribution, natural (NBO) scheme, values in e: -0.6253 -0.0479 -0.1850 -0.2973 0.3112 -0.6757 -0.2776 -0.1824 0.2155 0.2185 0.2180 0.2062 0.2079 0.4800 0.2264 0.2049 -0.6297 -0.0582 -0.1494 -0.2895 0.2738 -0.6920 -0.2494 -0.1858 0.2177 0.2144 0.2219 0.2031 0.2109 0.4773 0.2266 0.2109


[4]
ORCA calculation (ωB97M-V with the def2-TZVPD basis set) on 2 unconnected molecules or ions with the total composition C14H16O2.

Calculated values
Energy above the lowest of the compared OMol25 structures with the same formula, charge and spin   1.336 eV
SMILES string   Cc1ccc(O)cc1.Cc1ccc(O)cc1
LUMO level   0.797 eV
E_HOMO   -0.298 hartree
Gap between HOMO and LUMO   8.90 eV

Element x y z (Å)
C 1.448 0.261 1.509
C 0.011 0.685 1.585
C -0.486 1.783 0.947
C -1.803 2.201 0.869
C -2.708 1.417 1.553
O -4.057 1.674 1.800
C -2.253 0.286 2.238
C -0.951 -0.162 2.251
H 1.711 0.267 0.456
H 1.588 -0.742 1.963
H 2.188 0.930 1.935
H 0.210 2.465 0.473
H -2.066 3.056 0.279
H -4.329 2.159 1.006
H -3.064 -0.304 2.674
H -0.666 -1.108 2.686
C 2.000 1.264 -1.933
C 1.419 -0.103 -1.651
C 0.106 -0.281 -2.148
C -0.599 -1.397 -1.777
C 0.060 -2.442 -1.123
O -0.743 -3.556 -0.967
C 1.351 -2.309 -0.663
C 2.058 -1.150 -1.066
H 2.745 1.525 -1.203
H 1.240 2.061 -1.965
H 2.556 1.241 -2.879
H -0.241 0.405 -2.917
H -1.577 -1.644 -2.193
H -0.303 -4.228 -0.433
H 2.015 -3.059 -0.226
H 3.143 -1.192 -1.079

Charge distribution, natural (NBO) scheme, values in e: -0.6416 -0.0281 -0.1974 -0.2862 0.2758 -0.6704 -0.2595 -0.1775 0.2379 0.2112 0.2138 0.1993 0.2137 0.4715 0.2197 0.2118 -0.6399 -0.0537 -0.1648 -0.2637 0.2991 -0.6756 -0.3083 -0.1978 0.2155 0.2211 0.2207 0.2125 0.2264 0.4788 0.2191 0.2165


[5]
ORCA calculation (ωB97M-V with the def2-TZVPD basis set) on a single C14H16O3 molecule.

Calculated values
Energy above the lowest of the compared OMol25 structures with the same formula, charge and spin   4.391 eV
SMILES string   COc1ccc2c(c1)[C@]1(C)CC[C@H](O2)[C@@]12CO2
LUMO level   0.847 eV
E_HOMO   -0.285 hartree
Gap between HOMO and LUMO   8.59 eV

Element x y z (Å)
C 0.092 -4.523 2.405
O -0.364 -3.274 2.171
C 0.209 -2.407 1.286
C 1.179 -2.748 0.320
C 1.661 -1.812 -0.603
C 1.111 -0.529 -0.629
C 0.009 -0.174 0.260
C -0.430 -1.126 1.183
C -0.628 1.202 0.008
C -1.412 1.777 1.228
C -1.505 1.192 -1.317
C -0.414 1.288 -2.458
C 0.927 1.596 -1.818
O 1.640 0.363 -1.575
C 0.573 2.118 -0.472
C 0.305 3.643 -0.618
O 1.281 3.088 0.315
H -0.119 -5.016 1.395
H -0.355 -4.997 3.290
H 1.159 -4.545 2.657
H 1.679 -3.704 0.444
H 2.621 -2.031 -1.095
H -1.200 -0.868 1.867
H -1.629 2.796 0.995
H -2.333 1.154 1.389
H -0.790 1.731 2.038
H -2.134 2.090 -1.256
H -2.058 0.248 -1.429
H -0.655 2.131 -3.093
H -0.379 0.373 -3.068
H 1.487 2.423 -2.312
H 0.842 4.198 -1.351
H -0.366 4.343 -0.156

Charge distribution, natural (NBO) scheme, values in e: -0.2428 -0.5048 0.2755 -0.3091 -0.1976 0.2613 -0.0823 -0.1881 -0.0625 -0.5996 -0.3866 -0.4360 0.0649 -0.5138 0.2451 -0.1546 -0.4751 0.1734 0.2005 0.1673 0.2182 0.2249 0.2138 0.2120 0.2125 0.2182 0.2117 0.2241 0.2154 0.2339 0.2184 0.1711 0.1907


[6]
ORCA calculation (ωB97M-V with the def2-TZVPD basis set) on 2 unconnected molecules or ions with the total composition C14H16S.

Calculated values
Energy above the lowest of the compared OMol25 structures with the same formula, charge and spin   0.000 eV
SMILES string   C/C=C1/C=CC=CC1.Sc1ccccc1
LUMO level   0.325 eV
E_HOMO   -0.269 hartree
Gap between HOMO and LUMO   7.65 eV

Element x y z (Å)
C -1.024 -2.256 1.444
C -0.228 -1.775 0.306
C 0.890 -1.063 0.226
C 1.675 -0.785 -0.977
C 2.638 0.221 -1.057
C 2.930 0.964 0.108
C 2.503 0.677 1.382
C 1.452 -0.390 1.541
H -2.033 -1.771 1.725
H -0.415 -2.131 2.390
H -1.185 -3.310 1.338
H -0.537 -1.981 -0.638
H 1.541 -1.493 -1.774
H 2.893 0.526 -2.063
H 3.524 1.809 -0.168
H 2.888 1.143 2.267
H 1.816 -1.298 2.086
H 0.639 0.128 2.016
S -3.757 -0.784 -0.299
C -2.262 0.219 -0.503
C -1.894 1.027 0.527
C -0.893 1.959 0.339
C -0.366 2.134 -0.908
C -0.615 1.268 -1.903
C -1.650 0.371 -1.702
H -3.865 -1.005 -1.534
H -2.465 1.106 1.432
H -0.523 2.621 1.072
H 0.427 2.809 -1.156
H -0.202 1.355 -2.959
H -1.902 -0.295 -2.556

Charge distribution, natural (NBO) scheme, values in e: -0.6542 -0.1753 -0.0158 -0.1598 -0.2426 -0.2497 -0.1453 -0.4972 0.2277 0.2088 0.2268 0.1869 0.2019 0.2184 0.2041 0.2091 0.2255 0.2299 0.0259 -0.1182 -0.2525 -0.1863 -0.2289 -0.1795 -0.2464 0.1080 0.2201 0.2164 0.2128 0.2207 0.2085